Entry 1:
# C28H57N3O10

C28H57N3O10 as an isolated structure (the ωB97M-V functional and the def2-TZVPD basis, the OMol25 dataset).

Summary:
Orbital gap (eV): 6.06
Expectation value of S²: 0.755
HOMO (eV): -4.305

Geometry as ORCA input:
```
! RIJCOSX wB97M-V def2-TZVPD def2/J DEFGRID3
* xyz -1 2
C 4.026 -1.975 -1.721
C 3.500 -2.478 -0.371
C 2.018 -2.009 -0.201
C 1.100 -2.743 -1.109
C 1.141 -4.242 -0.749
C 2.423 -4.992 -1.098
N 3.533 -4.113 -0.426
O 4.773 -4.683 -0.287
C 2.627 -5.041 -2.607
C 2.436 -6.335 -0.378
C 4.276 -1.871 0.826
H 3.869 -0.902 -1.837
H 3.545 -2.516 -2.535
H 5.099 -2.143 -1.812
H 2.015 -0.989 -0.586
H 1.699 -2.265 0.810
H 1.301 -2.645 -2.176
H 0.102 -2.341 -0.936
H 0.318 -4.763 -1.238
H 0.988 -4.482 0.303
H 2.045 -4.289 -3.139
H 2.161 -5.922 -3.048
H 3.688 -4.960 -2.845
H 3.173 -6.913 -0.937
H 1.439 -6.774 -0.378
H 2.777 -6.370 0.657
H 3.757 -2.059 1.766
H 4.253 -0.798 0.638
H 5.329 -2.102 0.985
C 2.547 7.282 -0.088
C 3.281 6.004 0.160
C 2.226 4.911 0.429
N 2.870 3.525 0.777
C 3.304 2.792 -0.532
C 1.897 2.613 1.585
C 2.766 1.631 2.385
C 4.135 2.250 2.377
C 3.999 3.662 1.816
H 1.842 7.523 0.707
H 2.016 7.392 -1.033
H 3.282 8.086 -0.113
H 3.964 6.022 1.010
H 3.805 5.841 -0.781
H 1.509 4.855 -0.390
H 1.665 5.221 1.311
H 3.491 1.733 -0.355
H 4.181 3.355 -0.851
H 2.556 2.858 -1.323
H 1.295 2.085 0.846
H 1.266 3.285 2.167
H 2.679 0.632 1.957
H 2.295 1.494 3.358
H 4.761 1.600 1.766
H 4.631 2.230 3.347
H 4.804 4.295 1.442
H 3.437 4.238 2.551
C -8.698 -0.027 1.913
C -7.342 0.367 1.135
C -6.168 -0.590 1.331
N -4.756 -0.157 0.903
C -4.374 1.181 1.624
C -3.749 -1.338 1.241
C -3.782 -2.140 -0.008
C -3.817 -1.169 -1.133
C -4.621 0.000 -0.606
H -9.124 -0.960 1.547
H -9.447 0.761 1.827
H -8.650 -0.141 2.996
H -7.044 1.328 1.552
H -7.702 0.578 0.128
H -6.421 -1.619 1.075
H -5.873 -0.704 2.374
H -3.366 1.451 1.312
H -4.422 1.141 2.712
H -5.020 1.986 1.273
H -2.782 -0.870 1.423
H -4.065 -1.986 2.058
H -2.896 -2.754 -0.166
H -4.605 -2.854 0.007
H -2.756 -0.962 -1.273
H -4.273 -1.600 -2.024
H -4.191 0.971 -0.851
H -5.597 0.125 -1.075
O -1.654 -3.429 -2.720
C -0.905 -4.029 -3.681
O -0.153 -3.275 -4.330
O -1.083 -5.275 -3.954
H -1.390 -2.526 -2.910
O -0.798 3.867 0.650
C -1.759 4.761 0.903
O -2.928 4.430 1.086
O -1.367 5.924 1.069
H -1.281 3.066 0.433
O -0.658 -0.183 -2.218
C -0.362 0.744 -1.363
O 0.765 1.141 -1.562
O -1.012 0.960 -0.311
H 0.219 0.105 -2.483
*
```

---

Entry 2:
# C28H57N3O8P

A 3-piece molecular cluster, C28H57N3O8P overall (the ωB97M-V functional and the def2-TZVPD basis, the OMol25 dataset).

Summary:
Orbital gap (eV): 7.38
HOMO (eV): -10.252

Geometry as ORCA input:
```
! RIJCOSX wB97M-V def2-TZVPD def2/J DEFGRID3
* xyz 1 1
C 5.017 2.406 -1.614
C 6.464 1.698 -1.799
C 6.311 0.250 -2.488
C 6.588 -0.940 -1.424
O 5.435 -1.253 -0.590
C 4.852 -2.531 -0.957
C 4.378 -2.589 -2.513
O 3.282 -3.546 -2.559
C 2.162 -2.821 -1.929
C 2.396 -2.562 -0.348
C 1.418 -3.574 0.435
C -0.127 -3.160 0.500
C -1.032 -2.687 -0.671
C -2.552 -2.279 -0.499
C -3.124 -2.372 0.941
C -4.645 -1.926 1.152
C -2.285 -2.873 2.147
C -0.808 -3.257 1.909
P 2.295 -0.740 0.183
O 3.070 -0.437 1.680
O 0.719 -0.125 0.108
N 3.811 -3.015 0.000
H 4.645 2.118 -0.572
H 4.256 2.037 -2.383
H 5.186 3.533 -1.632
H 7.126 2.371 -2.448
H 6.999 1.609 -0.785
H 7.134 0.187 -3.299
H 5.316 0.153 -3.036
H 6.993 -1.863 -1.967
H 7.392 -0.521 -0.707
H 5.728 -3.287 -0.888
H 4.036 -1.569 -2.896
H 5.272 -3.016 -3.106
H 1.266 -3.543 -2.027
H 1.927 -1.879 -2.528
H 1.844 -3.678 1.505
H 1.449 -4.627 -0.049
H -0.610 -2.583 -1.722
H -3.127 -1.921 -1.414
H -5.382 -2.446 0.455
H -4.680 -0.789 0.945
H -4.884 -2.051 2.262
H -2.774 -2.918 3.182
H -0.196 -3.634 2.808
H 3.957 -0.078 1.416
H 0.593 0.614 0.763
H 3.820 -4.057 -0.031
H 4.085 -2.743 0.962
C -3.363 2.091 -6.684
O -2.317 1.147 -6.495
C -1.022 1.734 -6.374
C -0.521 1.691 -4.927
N -1.266 2.611 -4.068
C -1.080 2.385 -2.632
C -1.417 0.999 -2.059
O -2.795 0.677 -2.046
C -3.320 0.243 -3.290
H -4.245 1.549 -7.029
H -3.622 2.584 -5.744
H -3.097 2.840 -7.435
H -0.988 2.747 -6.786
H -0.351 1.115 -6.980
H 0.540 1.961 -4.905
H -0.614 0.656 -4.585
H -2.255 2.536 -4.275
H -1.715 3.117 -2.123
H -0.046 2.633 -2.374
H -1.121 0.999 -1.007
H -0.841 0.189 -2.527
H -2.597 -0.349 -3.861
H -3.657 1.102 -3.871
H -4.197 -0.379 -3.094
C -2.461 3.402 7.451
O -2.083 2.033 7.470
C -3.185 1.128 7.552
C -3.437 0.429 6.213
N -3.975 1.351 5.212
C -3.923 0.851 3.836
C -2.559 0.442 3.256
O -1.663 1.526 3.023
C -0.986 2.001 4.175
H -1.571 3.998 7.658
H -2.835 3.693 6.466
H -3.214 3.621 8.213
H -4.089 1.613 7.933
H -2.896 0.363 8.280
H -4.146 -0.392 6.362
H -2.483 -0.002 5.891
H -3.463 2.224 5.251
H -4.325 1.649 3.205
H -4.613 0.005 3.749
H -2.743 0.006 2.270
H -2.063 -0.347 3.838
H -0.740 1.196 4.873
H -1.586 2.768 4.668
H -0.055 2.476 3.854
*
```

---

Entry 3:
# C28H57N4O4PS

A 3-piece molecular cluster, C28H57N4O4PS overall (the ωB97M-V functional and the def2-TZVPD basis, the OMol25 dataset).

Summary:
Orbital gap (spin up / spin down) (eV): 8.36 / 7.92
Expectation value of S²: 2.009
HOMO (spin up / spin down) (eV): -8.102 / -8.102

Geometry as ORCA input:
```
! RIJCOSX wB97M-V def2-TZVPD def2/J DEFGRID3
* xyz 0 3
C -3.802 3.350 -4.306
O -4.049 3.105 -2.889
C -3.559 1.729 -2.672
C -2.026 1.861 -2.233
C -1.131 0.560 -2.497
C -0.901 0.229 -4.066
C -2.050 -0.677 -4.719
P -2.949 0.109 -6.215
C -3.916 0.914 -7.696
C -3.278 2.295 -8.196
S -2.049 1.999 -9.582
C -0.382 2.490 -9.002
N 0.495 1.822 -8.090
N 1.622 2.552 -7.925
C 1.455 3.717 -8.746
O 0.234 3.685 -9.441
H -2.786 2.946 -4.649
H -3.838 4.460 -4.559
H -4.585 2.834 -4.976
H -4.188 1.183 -1.876
H -3.730 1.186 -3.656
H -2.031 2.023 -1.092
H -1.621 2.820 -2.691
H -1.477 -0.370 -1.914
H -0.082 0.810 -2.086
H 0.104 -0.332 -4.123
H -0.726 1.233 -4.577
H -1.659 -1.742 -4.927
H -2.853 -0.821 -3.902
H -4.209 0.048 -5.486
H -2.165 1.312 -6.167
H -2.585 -1.018 -7.033
H -5.023 1.079 -7.437
H -3.795 0.161 -8.563
H -2.865 2.958 -7.363
H -4.138 2.897 -8.670
H 2.239 4.529 -8.789
C -1.612 -5.456 0.950
C -0.932 -4.407 0.038
C 0.577 -4.706 -0.087
C 1.379 -4.315 1.142
C 1.128 -2.852 1.498
C -0.369 -2.530 1.678
N -1.217 -3.030 0.548
O -1.051 -2.176 -0.492
C -0.855 -3.123 3.023
C -0.513 -0.999 1.890
C -1.579 -4.688 -1.345
H -2.702 -5.380 0.889
H -1.336 -6.469 0.642
H -1.344 -5.385 2.000
H 0.987 -4.163 -0.951
H 0.735 -5.769 -0.290
H 1.129 -4.969 1.985
H 2.446 -4.462 0.947
H 1.679 -2.606 2.411
H 1.554 -2.224 0.706
H -1.947 -3.129 3.083
H -0.491 -2.533 3.868
H -0.487 -4.133 3.210
H -0.092 -0.419 1.065
H 0.021 -0.681 2.790
H -1.564 -0.717 2.012
H -2.648 -4.454 -1.338
H -1.477 -5.745 -1.609
H -1.109 -4.120 -2.151
C 2.612 3.695 5.474
C 2.040 2.260 5.553
C 1.631 1.927 7.003
C 2.808 1.624 7.914
C 3.675 0.521 7.312
C 4.142 0.844 5.878
N 3.024 1.288 4.985
O 2.332 0.181 4.621
C 5.249 1.924 5.939
C 4.884 -0.399 5.319
C 0.738 2.366 4.714
H 2.718 4.017 4.433
H 1.941 4.404 5.968
H 3.579 3.825 5.950
H 0.963 1.054 7.004
H 1.055 2.753 7.432
H 3.398 2.530 8.090
H 2.442 1.302 8.894
H 4.540 0.351 7.961
H 3.102 -0.414 7.318
H 5.440 2.353 4.951
H 6.194 1.501 6.292
H 5.029 2.733 6.636
H 4.265 -1.299 5.327
H 5.765 -0.630 5.925
H 5.227 -0.223 4.294
H 0.959 2.558 3.660
H 0.115 3.190 5.074
H 0.124 1.463 4.775
*
```

---

Entry 4:
# C28H58F7O14S

A 5-piece molecular cluster, C28H58F7O14S overall (the ωB97M-V functional and the def2-TZVPD basis, the OMol25 dataset).

Summary:
Orbital gap (eV): 6.14
HOMO (eV): -4.126

Geometry as ORCA input:
```
! RIJCOSX wB97M-V def2-TZVPD def2/J DEFGRID3
* xyz -1 1
C 1.221 -2.139 -2.390
S 0.286 -2.744 -3.599
O 0.122 -4.191 -3.537
O -0.911 -2.000 -3.984
C 1.312 -2.592 -5.162
F 0.690 -3.299 -6.140
F 2.514 -3.160 -4.965
C 1.621 -1.192 -5.779
F 2.589 -0.601 -5.059
F 2.108 -1.392 -7.029
C 0.475 -0.158 -5.942
F -0.601 -0.701 -6.511
F 0.904 0.841 -6.750
F 0.153 0.399 -4.771
H 1.115 -1.054 -2.309
H 0.929 -2.689 -1.487
C -2.643 2.943 2.502
O -1.378 3.064 1.896
C -0.533 1.952 2.137
C 0.427 1.721 0.993
O -0.162 1.145 -0.151
C -0.954 1.960 -0.998
C -0.167 2.973 -1.797
O 0.258 4.056 -0.980
C 1.471 4.624 -1.404
H -2.580 3.001 3.596
H -3.259 3.764 2.139
H -3.120 1.995 2.231
H -1.132 1.046 2.290
H 0.057 2.125 3.051
H 1.146 0.973 1.339
H 0.972 2.640 0.762
H -1.752 2.465 -0.444
H -1.406 1.261 -1.704
H -0.804 3.357 -2.605
H 0.699 2.476 -2.250
H 2.264 3.870 -1.478
H 1.758 5.369 -0.663
H 1.377 5.117 -2.380
C -0.426 4.940 4.658
O 0.576 4.501 5.553
C 1.885 4.789 5.106
C 2.843 4.913 6.267
O 2.701 6.112 7.012
C 1.636 6.178 7.942
C 1.914 5.466 9.246
O 1.829 4.062 9.096
C 2.661 3.348 9.977
H -0.419 4.366 3.727
H -1.384 4.796 5.156
H -0.308 6.004 4.422
H 1.894 5.722 4.527
H 2.246 3.983 4.451
H 3.851 4.961 5.847
H 2.776 4.032 6.909
H 0.699 5.822 7.509
H 1.532 7.240 8.176
H 1.175 5.806 9.986
H 2.910 5.751 9.606
H 3.705 3.672 9.891
H 2.592 2.296 9.706
H 2.347 3.464 11.021
C -2.566 -5.077 -5.680
O -3.846 -4.467 -5.694
C -3.867 -3.258 -4.951
C -4.821 -2.263 -5.568
O -4.347 -1.657 -6.763
C -4.396 -2.425 -7.945
C -5.751 -2.435 -8.615
O -6.674 -3.265 -7.931
C -8.004 -2.831 -8.036
H -2.317 -5.522 -4.713
H -2.576 -5.849 -6.451
H -1.789 -4.344 -5.912
H -2.860 -2.837 -4.896
H -4.200 -3.457 -3.922
H -4.923 -1.435 -4.862
H -5.806 -2.717 -5.718
H -4.040 -3.445 -7.784
H -3.712 -1.924 -8.637
H -5.624 -2.799 -9.645
H -6.133 -1.407 -8.661
H -8.115 -1.793 -7.701
H -8.608 -3.474 -7.398
H -8.382 -2.902 -9.065
C 0.707 -3.845 4.824
O 1.825 -4.105 4.015
C 1.503 -4.789 2.815
C 2.475 -4.459 1.707
O 2.293 -3.177 1.148
C 2.747 -2.044 1.853
C 4.245 -1.852 1.806
O 4.917 -2.759 2.664
C 6.194 -3.119 2.199
H 0.276 -4.765 5.240
H 1.040 -3.213 5.646
H -0.078 -3.320 4.267
H 0.491 -4.522 2.487
H 1.530 -5.874 2.989
H 2.263 -5.147 0.885
H 3.504 -4.622 2.039
H 2.389 -2.027 2.888
H 2.307 -1.199 1.317
H 4.472 -0.820 2.111
H 4.580 -1.984 0.771
H 6.150 -3.522 1.181
H 6.578 -3.888 2.869
H 6.888 -2.269 2.204
*
```

---

| no. | maximum force (eV/Å) |
| --- | --- |
| 1 | 7.0 |
| 2 | 5.4 |
| 3 | 5.8 |
| 4 | 0.5 |